# C10H19NPbSi

A structure of composition C10H19NPbSi in a non-equilibrium geometry (ωB97M-V with the def2-TZVPD basis set, the Open Molecules 2025 dataset).

CARTESIAN COORDINATES (ANGSTROEM)
C -0.452 1.278 -2.246
C 0.947 1.501 -2.079
C 1.126 2.393 -0.972
C -0.173 2.705 -0.457
C -1.141 2.023 -1.246
Pb 0.602 -0.254 0.417
N -1.170 -1.663 0.054
C -0.408 -2.704 -0.601
C 1.049 -2.248 -0.742
H 2.071 2.782 -0.607
H 1.740 1.085 -2.700
H -0.384 3.385 0.372
H -2.220 2.087 -1.130
H -0.913 0.668 -3.019
H 1.317 -1.869 -1.743
H -0.404 -3.621 0.041
H -2.185 -1.724 -0.058
H 1.811 -2.874 -0.250
H -0.817 -2.986 -1.597
C -1.934 -0.904 3.288
Si -0.324 0.022 3.094
C -0.367 1.850 3.465
C 1.217 -0.902 3.630
H -2.752 -0.340 2.822
H -2.182 -1.060 4.352
H -1.864 -1.880 2.789
H -0.444 2.037 4.549
H 0.545 2.339 3.095
H -1.233 2.314 2.971
H 1.263 -0.984 4.727
H 1.223 -1.918 3.205
H 2.120 -0.376 3.282

Force components x, y, z for each atom (eV/Å):
0.45 0.52 0.40
-0.50 0.93 0.17
-1.09 0.25 -0.91
0.47 0.07 -0.71
0.72 -0.02 -0.14
-0.27 0.82 0.38
0.11 0.26 -0.01
0.24 -0.76 -0.14
-0.38 -0.61 0.19
-0.11 -0.21 0.08
-0.16 -0.02 0.21
0.06 -0.29 -0.16
0.16 -0.12 0.08
0.08 -0.01 0.23
0.10 -0.27 0.44
-0.11 -0.14 -0.40
0.40 0.14 -0.10
-0.12 -0.04 -0.46
-0.05 -0.12 0.15
-0.29 -0.16 1.13
0.26 -0.53 -3.29
-0.09 0.27 1.06
0.03 -0.10 1.28
0.21 -0.09 0.04
-0.41 -0.20 0.06
0.08 0.34 0.00
0.00 0.42 0.02
-0.20 -0.16 -0.01
0.24 -0.16 0.07
0.51 -0.25 0.19
-0.09 0.32 0.10
-0.24 -0.08 0.03

Computed properties:
**Net charge**: -2
**Energy above the lowest of the compared OMol25 structures with the same formula, charge and spin**: 0.0 kcal/mol
**Orbital gap**: 0.12504 hartree
**HOMO**: 2.4662 eV
**Lowest unoccupied orbital energy**: 0.216 hartree

***

# C10H19P

A structure of composition C10H19P in a non-equilibrium geometry (ωB97M-V with the def2-TZVPD basis set, the Open Molecules 2025 dataset).

CARTESIAN COORDINATES (ANGSTROEM)
C -0.505 -2.356 -0.106
C -0.307 -1.136 0.407
C 3.246 -0.044 0.566
C 2.287 0.401 -0.204
C 4.537 -0.670 0.103
C -1.730 1.808 -1.665
C -3.309 -0.605 1.448
C 0.971 0.993 0.228
C -0.107 0.135 -0.343
C -1.912 1.093 -0.388
P -3.116 -0.330 -0.359
H -0.523 -3.398 0.217
H -0.725 -2.245 -1.119
H -0.057 -1.016 1.532
H 3.215 0.169 1.686
H 2.445 0.224 -1.281
H 5.312 0.053 0.259
H 4.393 -0.980 -0.875
H 4.852 -1.409 0.732
H -1.936 1.260 -2.611
H -2.294 2.818 -1.635
H -0.620 2.044 -1.918
H -4.268 -0.198 1.981
H -2.381 -0.143 1.799
H -3.348 -1.665 1.662
H 0.862 2.105 0.107
H 1.010 0.865 1.352
H -0.040 0.038 -1.396
H -1.812 1.765 0.482
H -4.140 0.425 -0.660

Force components x, y, z for each atom (eV/Å):
-0.13 0.86 -0.02
1.78 -0.57 2.64
1.05 0.32 2.60
-0.21 0.27 -1.54
-1.50 2.57 0.74
0.95 2.40 -1.98
-1.68 0.88 0.82
0.82 0.53 2.08
-4.10 0.71 1.22
3.35 -2.31 0.88
2.34 -0.84 -0.06
-0.02 0.76 0.85
-0.19 -0.45 -1.99
-0.52 -0.27 -1.73
-0.26 -0.42 -1.36
-0.34 0.17 0.29
0.60 0.72 -0.62
0.37 -0.65 -1.98
0.41 -2.55 1.51
-0.73 0.06 0.79
0.80 -1.57 -0.45
-1.58 0.12 0.96
1.92 -0.21 -1.15
-0.40 -0.28 0.73
0.43 -0.23 -0.01
0.09 -1.00 -0.56
-0.44 0.23 -0.97
0.12 -0.41 -0.99
-0.36 -0.45 -0.25
-2.55 1.63 -0.46

Computed properties:
**Net charge**: 0
**Energy above the lowest of the compared OMol25 structures with the same formula, charge and spin**: 58.5 kcal/mol
**Orbital gap**: 0.34615 hartree
**HOMO**: -8.2603 eV
**Lowest unoccupied orbital energy**: 0.043 hartree

***

# C10H19P

An isolated molecule of C10H19P in a non-equilibrium geometry (ωB97M-V with the def2-TZVPD basis set, the Open Molecules 2025 dataset).

CARTESIAN COORDINATES (ANGSTROEM)
C -1.490 0.313 2.931
C -1.173 0.337 1.750
C -0.858 -2.549 1.036
C 0.257 -2.143 -1.182
C 1.346 -1.330 0.882
C 0.933 2.196 0.248
C 0.545 1.120 -1.939
C -1.198 2.552 -0.932
C 0.011 -1.551 0.223
C -0.166 1.516 -0.598
P -1.150 0.049 0.022
H -1.321 0.401 3.956
H -0.980 -2.313 2.111
H -1.842 -2.691 0.576
H -0.290 -3.546 1.027
H 1.136 -1.651 -1.571
H -0.562 -2.183 -1.885
H 0.544 -3.224 -1.175
H 1.343 -1.556 2.017
H 2.118 -2.010 0.552
H 1.690 -0.228 0.727
H 0.749 2.129 1.267
H 1.882 1.754 -0.085
H 0.883 3.259 -0.008
H 0.020 0.381 -2.444
H 1.576 0.670 -1.921
H 0.576 1.978 -2.491
H -1.198 2.477 -2.042
H -2.292 2.343 -0.615
H -1.089 3.502 -0.438

Force components x, y, z for each atom (eV/Å):
1.22 0.42 -2.11
-1.25 0.13 1.56
1.08 -1.22 0.19
0.63 -1.10 0.31
0.82 1.89 2.25
0.05 -0.27 -2.09
1.16 -1.58 2.29
-3.34 -0.70 -0.76
-1.60 -0.25 -0.50
1.77 -0.74 0.24
1.26 -1.39 0.07
-0.33 -0.04 1.14
0.04 0.25 -0.74
0.14 -0.08 0.09
-0.88 1.17 -0.12
-0.01 0.29 -0.67
-0.45 0.74 -0.14
0.00 0.61 0.67
-0.35 0.79 -1.63
0.20 -0.14 -0.62
-0.27 -2.07 0.37
-0.07 -0.31 2.07
-0.06 0.47 0.77
0.52 -0.12 -0.03
-1.50 -1.21 -1.26
-0.79 0.64 0.72
0.36 2.17 -1.76
-0.63 1.38 0.67
1.59 -0.34 -0.48
0.72 0.60 -0.51

Computed properties:
**Net charge**: 0
**Energy above the lowest of the compared OMol25 structures with the same formula, charge and spin**: 37.3 kcal/mol
**Orbital gap**: 0.34237 hartree
**HOMO**: -8.4974 eV
**Lowest unoccupied orbital energy**: 0.030 hartree

***

# C10H20

A cluster of 2 separate species, C10H20 in total in a non-equilibrium geometry (ωB97M-V with the def2-TZVPD basis set, the Open Molecules 2025 dataset).

CARTESIAN COORDINATES (ANGSTROEM)
C -1.499 -0.321 -0.878
C -0.603 -1.243 -1.670
C -0.514 -2.624 -0.958
C -1.311 -2.431 0.312
C -2.350 -1.270 -0.031
C 1.513 0.359 0.250
C 0.800 0.768 1.663
C 1.239 2.248 1.806
C 1.664 2.748 0.369
C 0.969 1.797 -0.490
H -0.830 0.363 -0.301
H -2.080 0.411 -1.508
H 0.345 -0.702 -1.794
H -1.046 -1.337 -2.651
H 0.507 -3.025 -0.822
H -1.075 -3.316 -1.571
H -0.650 -2.055 1.138
H -1.660 -3.411 0.516
H -2.729 -0.785 0.848
H -3.159 -1.713 -0.700
H 2.703 0.351 0.222
H 1.329 -0.709 -0.286
H 1.133 0.190 2.496
H -0.405 0.696 1.403
H 1.964 2.396 2.488
H 0.328 2.752 2.006
H 2.799 2.708 0.318
H 1.383 3.681 0.049
H 1.373 1.667 -1.558
H -0.136 1.806 -0.667

Force components x, y, z for each atom (eV/Å):
-0.15 1.13 0.37
0.76 0.43 -1.03
0.17 1.19 -0.69
0.52 1.81 0.46
0.48 -1.61 -0.94
-0.26 -0.07 -0.65
-0.57 -0.38 -3.16
-2.63 -0.41 -3.45
1.62 -1.54 1.82
2.06 -5.11 -3.47
-1.08 -1.19 0.03
0.29 -0.98 0.39
-0.13 -0.62 -0.34
0.10 -0.34 -0.48
-0.46 0.31 -0.01
0.09 -0.43 -0.27
-0.57 -0.45 -0.54
-1.02 -0.56 1.01
-0.57 -0.04 0.38
0.69 0.65 1.05
-2.43 0.59 0.52
-0.26 2.72 1.67
-0.28 -0.61 0.63
3.22 -0.01 1.32
2.26 0.55 2.48
-0.57 0.99 0.94
-1.37 -0.20 -0.39
-0.68 2.83 0.17
-0.35 0.81 1.26
1.12 0.56 0.94

Computed properties:
**Net charge**: 0
**Energy above the lowest of the compared OMol25 structures with the same formula, charge and spin**: 69.5 kcal/mol
**Orbital gap**: 0.41678 hartree
**HOMO**: -10.2352 eV
**Lowest unoccupied orbital energy**: 0.041 hartree

***

# C10H20

A cluster of 2 separate species, C10H20 in total in a non-equilibrium geometry (ωB97M-V with the def2-TZVPD basis set, the Open Molecules 2025 dataset).

CARTESIAN COORDINATES (ANGSTROEM)
C 5.113 -0.521 1.678
C 5.498 -1.697 1.090
C 5.213 0.924 1.166
C 4.602 -4.093 0.892
C 5.423 -3.068 1.738
H 4.641 -0.571 2.668
H 5.919 -1.683 0.076
H 5.826 0.762 0.264
H 5.731 1.647 1.819
H 4.245 1.357 0.861
H 4.998 -4.292 -0.118
H 3.571 -3.712 0.796
H 4.575 -5.042 1.453
H 5.040 -2.952 2.770
H 6.526 -3.147 1.795
C -6.041 0.862 -1.726
C -5.083 1.649 -1.153
C -6.385 -0.585 -1.303
C -3.693 3.575 -0.761
C -4.771 3.054 -1.664
H -6.643 1.298 -2.535
H -4.513 1.293 -0.284
H -5.675 -0.850 -0.502
H -6.248 -1.288 -2.142
H -7.412 -0.698 -0.915
H -4.074 3.715 0.265
H -3.378 4.556 -1.156
H -2.812 2.913 -0.722
H -5.694 3.662 -1.619
H -4.500 2.930 -2.730

Force components x, y, z for each atom (eV/Å):
-0.17 -0.69 0.31
-1.34 2.33 0.52
0.67 -1.35 -1.16
0.48 0.09 0.91
0.34 1.45 -0.68
0.20 -0.37 -0.19
-0.03 0.09 0.30
-0.19 0.85 0.01
-0.23 -0.59 -0.02
0.29 -0.30 0.24
0.00 0.25 0.47
0.40 -0.18 0.01
-0.11 0.23 -0.40
0.09 -0.27 -0.55
-0.42 -1.54 0.23
0.72 0.16 1.06
-2.04 -1.27 -1.16
0.69 0.93 0.07
0.68 1.40 -0.26
-0.80 -1.60 0.20
0.28 -0.20 0.15
-0.17 -0.02 -0.40
-0.36 -0.16 -0.26
-0.09 0.28 0.30
0.36 0.16 -0.23
0.16 -0.07 -0.38
0.21 -0.22 0.48
-0.37 0.23 -0.08
0.53 -0.10 -0.03
0.20 0.47 0.54

Computed properties:
**Net charge**: 0
**Energy above the lowest of the compared OMol25 structures with the same formula, charge and spin**: 49.7 kcal/mol
**Orbital gap**: 0.37639 hartree
**HOMO**: -8.9888 eV
**Lowest unoccupied orbital energy**: 0.046 hartree

***

# C10H20BFN2O4P

The ion C10H20BFN2O4P with charge +1 in a non-equilibrium geometry (ωB97M-V with the def2-TZVPD basis set, the Open Molecules 2025 dataset).

CARTESIAN COORDINATES (ANGSTROEM)
C 2.329 -2.872 0.484
B 1.260 -1.659 0.785
O 0.589 -1.686 2.131
C 0.913 -0.404 -0.261
P 2.321 -0.501 -1.548
O 1.750 -0.395 -3.190
O 3.605 0.638 -1.235
C 0.912 1.094 0.483
C 1.829 1.605 1.773
C 1.804 3.256 1.963
F 1.347 1.049 3.079
N 0.005 1.957 -0.112
C -0.634 1.226 -1.278
O -1.838 1.788 -1.925
C -0.664 -0.361 -0.785
N -1.580 -0.350 0.419
C -2.839 -0.813 0.125
C -4.096 0.227 -0.241
C -3.278 -2.427 0.145
H 1.970 -3.810 1.127
H 2.369 -3.239 -0.626
H 3.395 -2.574 0.925
H 1.323 -1.658 2.818
H 0.968 -0.998 -3.364
H 4.031 0.876 -2.131
H 2.941 1.247 1.555
H 0.723 3.519 2.393
H 2.676 3.654 2.651
H 1.840 3.738 0.878
H -0.264 2.939 0.115
H 0.182 1.402 -2.131
H -1.673 1.639 -2.922
H -0.836 -1.170 -1.625
H -4.100 0.335 -1.408
H -3.781 1.273 0.220
H -5.126 -0.167 0.198
H -3.197 -2.925 -0.911
H -2.735 -3.010 1.007
H -4.439 -2.443 0.421

Force components x, y, z for each atom (eV/Å):
-0.36 -1.06 0.67
-0.39 -0.95 2.71
2.90 1.06 -2.49
-1.48 3.56 2.04
2.10 -2.69 -1.45
-0.82 0.78 1.55
-2.01 0.34 -2.57
-2.20 1.03 0.00
0.55 1.05 0.50
-1.21 -0.67 -0.84
1.06 0.86 -3.53
1.45 -3.36 0.57
1.13 -0.24 -3.49
1.99 -1.18 0.05
0.93 0.98 1.27
-3.23 -1.25 -4.04
0.65 -0.02 0.21
1.08 -0.20 1.48
-1.07 0.92 0.36
0.79 2.04 -1.23
0.34 0.94 2.15
-2.07 -0.62 -1.27
-1.39 -0.48 -1.02
1.37 0.85 0.49
-0.81 -0.45 1.89
-2.50 0.47 0.67
2.53 -0.50 -0.64
-1.97 -1.04 -1.51
0.32 -0.90 2.34
0.65 -1.18 0.07
-1.35 -0.92 1.79
-0.40 0.49 2.41
0.09 1.80 1.52
-0.03 -0.40 2.23
-0.87 -2.21 -1.04
2.26 0.93 -1.14
0.13 0.91 2.02
-0.70 1.24 -2.01
2.55 0.06 -0.70

Computed properties:
**Net charge**: +1
**Orbital gap**: 0.24802 hartree
**HOMO**: -11.2615 eV
**Lowest unoccupied orbital energy**: -0.166 hartree